The following is a quantum chemistry calculation of 7 unconnected molecules or ions with the total composition C48H71Br3Cl3F19N3O12S2 at a distorted geometry, from the Open Molecules 2025 dataset.

Results
HOMO-LUMO gap	7.773	eV
E_HOMO	-11.35	eV

The geometry in ORCA input format:
```
! RIJCOSX wB97M-V def2-TZVPD def2/J DEFGRID3
* xyz 1 1
C -2.03 2.90 -5.42
C -0.78 3.70 -5.79
C 0.53 3.08 -5.28
C 1.20 3.85 -4.14
C 0.46 3.68 -2.79
C 1.34 2.98 -1.74
C 0.96 3.20 -0.28
Cl -0.82 2.84 -0.20
C 1.67 2.26 0.69
C 3.19 2.17 0.43
C 3.84 0.82 0.78
C 3.40 -0.28 -0.17
Cl 4.23 -0.14 -1.76
C 1.25 2.58 2.18
S 2.75 2.87 3.20
C 0.41 1.44 2.76
C 1.11 0.09 2.84
C 0.11 -0.98 3.29
S 0.96 -2.54 3.66
N 0.47 3.89 2.28
Cl -1.12 3.83 2.91
C 0.67 4.89 1.37
N 0.46 6.17 1.73
C 0.38 7.26 0.73
C -0.73 7.13 -0.31
F -1.73 8.05 -0.03
C 0.40 6.55 3.11
Br 2.09 6.51 3.94
C -0.66 7.00 3.75
C -0.65 7.42 5.19
Br -2.30 7.16 2.86
N 1.12 4.62 0.12
C 2.42 5.25 -0.29
C 2.42 6.02 -1.61
C 3.23 7.31 -1.62
Br 4.94 7.10 -0.73
H -2.04 2.62 -4.37
H -2.94 3.46 -5.62
H -2.08 1.98 -6.01
H -0.88 4.72 -5.40
H -0.74 3.79 -6.87
H 0.33 2.06 -4.94
H 1.24 2.98 -6.10
H 1.26 4.91 -4.40
H 2.22 3.47 -4.03
H 0.08 4.62 -2.41
H -0.41 3.04 -2.96
H 1.26 1.90 -1.89
H 2.39 3.23 -1.91
H 1.26 1.28 0.46
H 3.38 2.29 -0.64
H 3.73 2.98 0.92
H 4.92 0.95 0.66
H 3.68 0.52 1.81
H 3.63 -1.27 0.21
H 2.34 -0.24 -0.42
H 2.09 2.74 4.36
H 0.09 1.72 3.77
H -0.47 1.33 2.13
H 1.95 0.13 3.54
H 1.48 -0.22 1.86
H -0.44 -0.66 4.17
H -0.61 -1.17 2.50
H 0.28 -3.34 2.82
H 0.21 8.17 1.30
H 1.35 7.37 0.25
H -1.17 6.13 -0.32
H -0.36 7.38 -1.30
H -0.55 6.55 5.84
H 0.19 8.09 5.38
H -1.57 7.94 5.45
H 3.14 4.44 -0.35
H 2.76 5.87 0.54
H 2.83 5.37 -2.39
H 1.39 6.24 -1.92
H 3.45 7.61 -2.64
H 2.73 8.15 -1.14
C 3.22 -2.89 -6.63
C 4.01 -1.64 -6.36
O 3.65 -0.60 -7.31
C 2.53 0.05 -7.06
O 1.79 -0.09 -6.14
C 2.29 1.11 -8.16
F 2.47 0.63 -9.39
F 3.14 2.14 -7.98
F 1.04 1.58 -8.07
H 3.37 -3.22 -7.66
H 3.55 -3.70 -5.97
H 2.15 -2.73 -6.47
H 5.08 -1.79 -6.52
H 3.86 -1.27 -5.35
C -0.37 -5.83 6.00
C 0.69 -5.94 4.93
O 1.61 -7.02 5.20
C 1.18 -8.23 4.89
O 0.14 -8.52 4.39
C 2.26 -9.28 5.24
F 2.75 -9.09 6.47
F 3.28 -9.20 4.37
F 1.75 -10.51 5.18
H 0.10 -5.71 6.98
H -0.99 -4.96 5.80
H -1.00 -6.71 6.02
H 1.31 -5.05 4.90
H 0.25 -6.09 3.94
C -3.99 5.17 5.46
C -4.35 3.91 6.22
O -4.17 4.10 7.65
C -5.15 4.76 8.26
O -6.15 5.19 7.77
C -4.83 4.86 9.77
F -3.57 5.27 9.97
F -4.98 3.66 10.35
F -5.65 5.72 10.36
H -2.98 5.48 5.70
H -4.05 4.98 4.39
H -4.68 5.98 5.70
H -3.67 3.09 5.98
H -5.37 3.60 6.03
C -1.59 -11.39 5.88
C -2.81 -12.07 6.45
O -3.69 -11.12 7.11
C -4.46 -10.40 6.31
O -4.55 -10.46 5.12
C -5.32 -9.43 7.16
F -4.57 -8.78 8.07
F -6.26 -10.11 7.82
F -5.91 -8.53 6.38
H -1.06 -10.84 6.67
H -0.91 -12.13 5.47
H -1.86 -10.69 5.09
H -2.55 -12.78 7.24
H -3.38 -12.60 5.68
C 1.51 -1.62 -12.07
C 0.46 -2.71 -12.10
O 0.93 -3.91 -11.45
C 0.89 -3.92 -10.13
O 0.49 -3.05 -9.40
C 1.43 -5.27 -9.59
F 2.59 -5.59 -10.17
F 0.55 -6.25 -9.82
F 1.62 -5.18 -8.27
H 2.43 -1.97 -12.52
H 1.15 -0.76 -12.63
H 1.72 -1.30 -11.05
H 0.24 -3.02 -13.11
H -0.47 -2.39 -11.62
C -4.51 -2.42 -0.35
C -3.62 -2.88 -1.47
O -2.36 -2.14 -1.48
C -1.45 -2.52 -0.61
O -1.51 -3.39 0.20
C -0.18 -1.66 -0.78
F -0.46 -0.34 -0.81
F 0.47 -1.97 -1.91
F 0.65 -1.87 0.25
H -4.70 -1.35 -0.42
H -5.47 -2.94 -0.41
H -4.07 -2.64 0.63
H -4.05 -2.68 -2.44
H -3.38 -3.94 -1.40
*
```

The following is a quantum chemistry calculation of 5 unconnected molecules or ions with the total composition C48H72IN2O19 at a distorted geometry, from the Open Molecules 2025 dataset.

Results
HOMO-LUMO gap	6.559	eV
E_HOMO	-5.15	eV

The geometry in ORCA input format:
```
! RIJCOSX wB97M-V def2-TZVPD def2/J DEFGRID3
* xyz -1 1
C -3.12 -5.97 3.38
O -3.82 -5.83 4.60
C -4.33 -4.54 4.86
C -3.99 -4.03 6.27
C -2.73 -4.64 6.87
C -1.47 -4.33 6.05
C -0.75 -3.04 6.49
C -1.20 -1.82 5.65
C -0.15 -0.74 5.47
C 0.81 -0.50 6.45
C 1.77 0.49 6.32
C 1.81 1.30 5.18
C 2.91 2.33 5.03
O 3.91 1.89 4.41
O 2.74 3.45 5.53
C 0.86 1.08 4.18
C -0.11 0.06 4.32
C -1.04 -0.12 3.19
O -2.21 -0.39 3.31
C -0.41 0.06 1.85
C -0.76 -0.77 0.82
C -0.14 -0.61 -0.41
C -0.44 -1.55 -1.57
C -1.34 -2.73 -1.29
O -0.89 -3.52 -0.21
C -1.39 -3.60 -2.55
N -2.45 -4.62 -2.45
C 0.81 0.42 -0.58
C 1.44 0.57 -1.94
C 2.71 -0.23 -2.06
O 3.42 -0.48 -1.17
I 3.13 -0.98 -4.05
C 1.18 1.28 0.46
C 2.23 2.35 0.25
C 3.34 2.39 1.29
C 4.65 2.99 0.72
C 5.90 2.27 1.28
C 6.47 1.33 0.23
N 7.65 0.63 0.76
C 0.54 1.07 1.69
C 0.80 1.88 2.93
O 0.87 3.08 2.89
H -2.37 -6.75 3.51
H -3.79 -6.27 2.58
H -2.59 -5.06 3.11
H -5.42 -4.58 4.77
H -4.00 -3.81 4.12
H -3.88 -2.95 6.25
H -4.84 -4.25 6.92
H -2.61 -4.22 7.87
H -2.84 -5.71 6.97
H -0.77 -5.15 6.18
H -1.70 -4.22 5.00
H -1.00 -2.81 7.53
H 0.33 -3.15 6.41
H -1.61 -2.13 4.70
H -2.02 -1.34 6.18
H 0.80 -1.12 7.34
H 2.52 0.63 7.08
H -1.50 -1.55 0.96
H -0.86 -0.96 -2.38
H 0.51 -1.96 -1.94
H -2.37 -2.43 -1.12
H -0.15 -4.05 -0.53
H -0.41 -4.06 -2.70
H -1.56 -2.98 -3.43
H -2.10 -5.38 -1.88
H -2.62 -5.00 -3.36
H 0.76 0.29 -2.73
H 1.68 1.62 -2.13
H 2.70 2.18 -0.71
H 1.72 3.31 0.18
H 3.08 3.02 2.12
H 3.54 1.42 1.72
H 4.71 4.04 1.02
H 4.64 2.99 -0.37
H 5.60 1.72 2.17
H 6.64 3.00 1.59
H 6.74 1.92 -0.64
H 5.66 0.63 -0.03
H 7.86 -0.16 0.17
H 7.40 0.28 1.68
C -2.57 6.40 -4.26
C -1.18 5.82 -4.18
O -0.86 5.37 -2.86
C -1.40 4.20 -2.50
O -2.08 3.50 -3.21
O -1.03 3.94 -1.26
C -1.58 2.73 -0.72
H -2.70 7.19 -3.52
H -2.75 6.82 -5.25
H -3.33 5.64 -4.07
H -0.44 6.59 -4.40
H -1.04 5.01 -4.89
H -1.38 1.89 -1.37
H -2.65 2.86 -0.56
H -1.10 2.55 0.24
C 3.32 -6.60 -5.09
C 2.06 -7.11 -4.42
O 0.97 -6.17 -4.54
C 0.38 -6.13 -5.73
O 0.64 -6.82 -6.68
O -0.58 -5.20 -5.69
C -1.25 -5.00 -6.93
H 3.58 -5.62 -4.71
H 4.14 -7.29 -4.91
H 3.18 -6.52 -6.17
H 2.22 -7.22 -3.35
H 1.75 -8.08 -4.81
H -1.63 -5.94 -7.33
H -0.57 -4.54 -7.65
H -2.08 -4.32 -6.74
C -7.14 -2.07 -8.68
C -6.30 -1.37 -9.73
O -5.58 -0.25 -9.18
C -4.49 -0.57 -8.47
O -4.06 -1.67 -8.28
O -3.97 0.56 -8.00
C -2.83 0.37 -7.16
H -7.80 -1.36 -8.19
H -7.74 -2.86 -9.14
H -6.51 -2.53 -7.92
H -6.94 -0.94 -10.50
H -5.60 -2.05 -10.21
H -2.07 -0.23 -7.65
H -3.13 -0.10 -6.23
H -2.43 1.36 -6.94
C 2.32 6.43 3.71
C 3.03 6.50 5.05
O 3.79 7.73 5.19
C 3.09 8.81 5.47
O 1.91 8.90 5.66
O 3.95 9.85 5.55
C 3.32 11.10 5.80
H 3.03 6.57 2.90
H 1.84 5.45 3.61
H 1.56 7.21 3.63
H 3.75 5.69 5.12
H 2.33 6.39 5.88
H 2.69 11.05 6.69
H 2.73 11.41 4.94
H 4.12 11.82 5.97
*
```